Below is C36H44BCl2F4IrN3O3P as an isolated structure, with properties calculated with ωB97M-V/def2-TZVPD.

XYZ file:
```
95
Properties=species:S:1:pos:R:3:mulliken_charge:R:1
Ir -0.4505 -0.1409 -0.4743 2.17
Cl -1.7878 -0.3294 -5.3036 -0.23
C -1.7628 -1.6092 -4.1441 1.03
C -2.1209 -2.9146 -4.5394 -0.61
C -2.0731 -3.9517 -3.6521 0.55
Cl -2.4624 -5.5531 -4.1800 -0.24
C -1.6823 -3.7357 -2.3060 0.00
C -1.5394 -4.7361 -1.3231 -1.29
C -1.1081 -4.3963 -0.0703 -1.40
C -0.8491 -3.0528 0.2331 -0.02
N -1.0037 -2.0879 -0.6527 0.97
C -1.3830 -2.4151 -1.9339 0.74
C -1.3774 -1.3432 -2.8554 -1.61
O -0.9609 -0.1608 -2.4078 -0.36
H -2.4147 -3.0908 -5.5646 0.49
H -1.7484 -5.7659 -1.5798 0.49
H -0.9721 -5.1438 0.6979 0.58
H -0.5105 -2.7655 1.2166 0.35
C -4.1981 0.0652 1.2243 -1.76
C -3.0294 -0.4968 2.0313 0.54
C -3.0939 -2.0220 2.0090 -1.67
P -1.4154 0.2484 1.5271 1.24
C -1.5952 2.0334 1.9319 1.82
C -2.3425 2.2694 3.2468 -1.62
C -0.2518 2.7553 1.9679 -1.62
C -0.2170 -0.5064 2.6403 -0.36
C -0.4093 -0.7872 3.9878 0.05
C 0.5482 -1.4784 4.7234 0.46
C 0.3560 -1.7619 6.1847 -1.68
C 1.6950 -1.9299 4.0529 -1.23
C 1.9030 -1.6656 2.7187 -0.40
C 0.9580 -0.9093 2.0010 0.23
N 1.1119 -0.6284 0.6388 0.68
C 2.4357 -0.6549 0.1457 -0.17
C 3.4392 0.1145 0.7946 1.35
C 3.1685 1.1161 1.8857 -1.88
C 4.7508 0.0115 0.3650 -1.11
C 5.1313 -0.8351 -0.6638 0.59
C 6.5614 -0.9442 -1.1045 -1.73
C 4.1357 -1.5669 -1.2991 -1.02
C 2.8037 -1.4812 -0.9484 0.86
C 1.8455 -2.3525 -1.7093 -0.82
H -5.1276 -0.3635 1.6028 0.58
H -4.1076 -0.1921 0.1703 0.22
H -4.2765 1.1463 1.2862 0.30
H -3.1233 -0.1633 3.0671 0.69
H -3.0787 -2.3889 0.9851 0.38
H -4.0422 -2.3348 2.4481 0.54
H -2.2932 -2.4965 2.5784 0.27
H -2.1857 2.4353 1.1085 -0.53
H -1.8082 1.8390 4.0969 0.29
H -3.3618 1.8868 3.2323 0.37
H -2.4061 3.3454 3.4143 0.46
H 0.2991 2.4752 2.8679 0.32
H -0.4319 3.8304 2.0144 0.72
H 0.3599 2.5574 1.0903 -0.07
H -1.3252 -0.4813 4.4798 0.28
H -0.6376 -1.4706 6.5202 0.39
H 1.0888 -1.2136 6.7797 0.34
H 0.4956 -2.8225 6.3978 0.37
H 2.4270 -2.5172 4.5951 0.45
H 2.7770 -2.0492 2.2093 0.70
H 2.1451 1.4653 1.8787 0.08
H 3.8209 1.9777 1.7484 0.59
H 3.3761 0.7004 2.8740 0.35
H 5.5012 0.6263 0.8499 0.46
H 7.2319 -0.4259 -0.4216 0.39
H 6.6853 -0.5108 -2.0992 0.34
H 6.8671 -1.9890 -1.1681 0.38
H 4.4095 -2.2232 -2.1173 0.44
H 2.3769 -2.8615 -2.5101 0.51
H 1.0620 -1.7652 -2.1768 -0.10
H 1.3879 -3.1079 -1.0662 0.19
O 2.0615 1.0600 -2.4229 -0.60
C 1.0489 1.6600 -2.1598 -0.26
O 0.4346 1.6598 -0.9812 -0.95
C 0.4249 2.5048 -3.2691 0.43
N -0.8737 3.1063 -2.8178 0.72
C -0.8316 4.5813 -3.0774 -0.57
C 0.6483 4.9010 -2.9571 -0.54
C 1.3072 3.7082 -3.6536 -0.94
H 0.2566 1.8270 -4.1014 0.37
H -0.9207 2.9319 -1.8033 -0.67
H -1.7150 2.6656 -3.2024 0.48
H -1.4821 5.0788 -2.3681 0.28
H -1.1974 4.7571 -4.0879 0.43
H 0.9437 4.9568 -1.9071 0.25
H 0.8933 5.8475 -3.4332 0.45
H 2.3375 3.5365 -3.3520 0.38
H 1.2916 3.8534 -4.7335 0.40
F -2.5914 1.4469 -0.9153 -0.34
B -3.4113 2.6302 -1.1867 -0.24
F -4.6784 2.4678 -0.6923 -0.35
F -2.7340 3.6928 -0.5483 -0.41
F -3.4021 2.8172 -2.5782 -0.42
```

Relative energy (zero: lowest compared OMol25 entry of this formula, charge and spin) (kJ/mol): 45.3
2S+1: 2
M (g/mol): 947.67
⟨S²⟩: 0.783
LUMO energy (alpha / beta) (eV): -3.62 / -4.98
Largest force on an atom (eV/Å): 1.4
Kohn-Sham gap (alpha / beta) (hartree): 0.2612 / 0.2136
Total charge: +1

---

Below is a single C5H6O molecule, with properties calculated with ωB97M-V/def2-TZVPD.

XYZ file:
```
12
Properties=species:S:1:pos:R:3:nbo_charge:R:1
C -1.1896 0.6237 1.2626 -0.44
C -0.6975 -0.5927 1.1620 0.10
C 0.2474 -1.3132 0.6278 -0.39
C 0.9276 -0.1078 -0.0828 0.60
C 0.3322 0.2156 -1.4371 -0.72
O 1.8044 0.5328 0.4437 -0.55
H -1.9834 0.9694 0.6096 0.22
H -0.7250 1.3294 1.9469 0.23
H 0.5463 -2.3595 0.6916 0.25
H 0.3651 1.2808 -1.6785 0.23
H -0.6870 -0.1651 -1.5451 0.23
H 0.9746 -0.3215 -2.1397 0.24
```

Relative energy (zero: lowest compared OMol25 entry of this formula, charge and spin) (kJ/mol): 252.7
SMILES: C=C=CC(C)=O
2S+1: 1
M (g/mol): 82.10
LUMO energy (eV): 0.65
Largest force on an atom (eV/Å): 0.8
Kohn-Sham gap (hartree): 0.3687

---

Below is C25H26BrN4O3PPtS2 as an isolated structure, with properties calculated with ωB97M-V/def2-TZVPD.

XYZ file:
```
63
Properties=species:S:1:pos:R:3:nbo_charge:R:1
Pt 0.0707 0.8136 0.2946 1.16
Br 3.9061 4.4094 -4.6556 0.08
C 2.7601 3.8317 -3.2720 -0.16
C 1.4882 4.4069 -3.1425 -0.15
C 0.6412 4.0071 -2.1418 -0.25
C 0.9983 2.9887 -1.2364 0.42
O 0.1230 2.6884 -0.3021 -0.68
C 2.2995 2.4261 -1.3647 -0.28
C 2.8426 1.5777 -0.3535 0.23
N 2.1224 0.9462 0.5137 -0.53
C 2.6393 0.4369 1.7267 0.10
C 3.9085 -0.0516 1.8925 -0.21
C 4.3503 -0.4816 3.1588 -0.19
C 3.5324 -0.4109 4.2502 -0.17
C 2.2163 0.0888 4.1156 -0.10
C 1.3153 0.2036 5.2006 -0.10
C 0.0644 0.7088 4.9927 -0.26
C -0.3042 1.0891 3.6869 0.08
N 0.5033 0.9880 2.6634 -0.48
C 1.7606 0.5057 2.8493 0.21
C 3.1656 2.8792 -2.3829 -0.10
H 1.1799 5.1732 -3.8410 0.24
H -0.3410 4.4459 -2.0333 0.24
H 3.9258 1.5495 -0.2484 0.20
H 4.5859 -0.1223 1.0510 0.22
H 5.3562 -0.8664 3.2571 0.23
H 3.8782 -0.7330 5.2239 0.23
H 1.6343 -0.1072 6.1876 0.23
H -0.6444 0.8188 5.8009 0.24
H -1.2941 1.4847 3.4836 0.21
H 4.1612 2.4583 -2.4493 0.22
C -4.7907 1.4302 -3.9926 -0.63
C -4.1006 1.8874 -2.7319 -0.06
O -2.6898 1.5254 -2.7831 -0.83
P -2.1081 0.3794 -1.8838 1.76
S -0.1941 0.0955 -2.2907 -0.49
S -2.2845 0.8011 0.1071 -0.49
O -3.0674 -0.8313 -2.2441 -0.84
C -2.8053 -2.1513 -1.7068 -0.06
C -3.2004 -3.1702 -2.7462 -0.63
H -5.8228 1.7821 -3.9908 0.23
H -4.7923 0.3435 -4.0607 0.22
H -4.2894 1.8382 -4.8692 0.22
H -4.5540 1.4515 -1.8395 0.19
H -4.1137 2.9703 -2.6279 0.20
H -3.3904 -2.2522 -0.7915 0.19
H -1.7438 -2.2298 -1.4579 0.19
H -4.2564 -3.0769 -2.9966 0.22
H -3.0262 -4.1751 -2.3595 0.22
H -2.6109 -3.0403 -3.6528 0.22
N 0.1270 -5.2189 1.6760 -0.76
C 0.0970 -3.9033 1.3875 0.25
C 1.0032 -3.3288 0.4802 -0.31
C 0.9347 -1.9868 0.2154 0.08
N 0.0318 -1.1722 0.7873 -0.51
C -0.8409 -1.7106 1.6530 0.09
C -0.8440 -3.0417 1.9772 -0.31
H 0.7980 -5.8289 1.2458 0.41
H -0.5293 -5.6244 2.3180 0.41
H 1.7491 -3.9327 -0.0179 0.23
H 1.6103 -1.5285 -0.4927 0.23
H -1.5665 -1.0373 2.0833 0.23
H -1.5758 -3.4166 2.6798 0.23
```

Relative energy (zero: lowest compared OMol25 entry of this formula, charge and spin) (kJ/mol): 5.1
2S+1: 2
M (g/mol): 800.60
⟨S²⟩: 0.755
LUMO energy (alpha / beta) (eV): -3.30 / -3.38
Largest force on an atom (eV/Å): 0.6
Kohn-Sham gap (alpha / beta) (hartree): 0.2496 / 0.2522
Total charge: +1

---

Below is C36H70AsMgN4O2Si3 as an isolated structure, with properties calculated with ωB97M-V/def2-TZVPD.

XYZ file:
```
117
Properties=species:S:1:pos:R:3:mulliken_charge:R:1
Mg -0.9265 -0.5189 0.7357 1.51
C -1.1868 2.2061 0.2010 0.57
C -1.6713 1.7409 1.4114 0.04
C -2.6861 0.7379 1.1442 1.46
C -2.8270 0.7110 -0.2952 0.66
C -1.9011 1.5749 -0.8493 0.68
C -1.6640 1.8694 -2.2942 -0.93
C -3.9499 0.0038 -0.9862 -2.17
C -3.9248 0.6562 2.0087 -2.23
C -1.3828 2.2870 2.7789 -1.73
C -0.1365 3.2425 -0.0449 -1.23
H -0.6086 1.7180 -2.5436 -0.49
H -1.9227 2.9073 -2.5139 0.43
H -2.2671 1.2255 -2.9302 0.49
H -4.2163 -0.9139 -0.4576 0.22
H -3.6928 -0.2350 -2.0165 0.48
H -4.8381 0.6407 -1.0075 0.41
H -3.6951 0.8812 3.0480 0.58
H -4.4303 -0.3068 1.9438 0.29
H -4.6473 1.4069 1.6735 0.40
H -1.4960 1.5222 3.5509 0.27
H -2.0705 3.1052 3.0086 0.32
H -0.3730 2.6868 2.8492 0.39
H 0.6113 2.8706 -0.7515 -0.43
H 0.3624 3.5408 0.8761 0.51
H -0.5874 4.1364 -0.4799 0.45
C 3.7574 0.7819 3.1881 -0.85
N 2.5961 -0.0399 2.9498 0.37
C 2.6953 -1.4208 3.3674 -0.69
C 1.4894 0.3982 2.3774 0.03
O 0.4648 -0.2760 2.2524 -0.69
H 3.9646 0.8257 4.2579 0.37
H 3.6003 1.7902 2.8175 0.26
H 4.6285 0.3531 2.6903 0.30
H 2.7351 -1.4890 4.4552 0.33
H 3.5983 -1.8659 2.9495 0.33
H 1.8248 -1.9584 2.9917 -0.04
H 1.5322 1.4323 2.0234 -0.37
N -0.9237 -1.1381 -1.3627 0.18
C -1.4468 -2.0835 -1.7754 -0.77
N -1.9966 -3.1475 -2.2574 0.89
C -1.2084 -4.3035 -2.6494 0.00
C -1.6563 -4.7419 -4.0486 -0.80
O -3.0400 -5.0013 -4.0729 -0.43
C -3.7810 -3.8521 -3.7404 -0.83
C -3.4309 -3.3635 -2.3291 -0.21
H -1.3837 -5.1150 -1.9315 0.30
H -0.1507 -4.0443 -2.6445 -0.11
H -1.1666 -5.6734 -4.3314 0.41
H -1.4045 -3.9630 -4.7848 0.35
H -4.8316 -4.1376 -3.8039 0.39
H -3.5830 -3.0489 -4.4680 0.33
H -3.7070 -4.1317 -1.5955 0.25
H -3.9585 -2.4377 -2.1072 0.15
C -1.0015 -3.0906 4.4330 -0.85
N -1.9241 -2.2013 3.7124 0.53
C -2.7749 -1.4844 4.6651 -0.77
C -2.7063 -2.9475 2.6861 -0.68
C -1.7044 -3.5230 1.7146 -0.27
C -1.5994 -4.9010 1.5456 -0.56
C -0.5298 -5.4256 0.8451 -1.18
C 0.4297 -4.5644 0.3379 -0.16
C 0.2669 -3.1933 0.4597 0.84
C -0.8046 -2.6170 1.1443 0.61
H -0.3890 -2.5180 5.1250 0.37
H -0.3555 -3.6030 3.7234 0.31
H -1.5705 -3.8328 4.9925 0.38
H -1.3668 -1.5327 3.1329 -0.46
H -3.3464 -2.1969 5.2590 0.38
H -3.4640 -0.8323 4.1339 0.19
H -2.1624 -0.8858 5.3373 0.33
H -3.3673 -2.2302 2.1934 -0.04
H -3.2982 -3.7246 3.1760 0.55
H -2.3425 -5.5661 1.9623 0.49
H -0.4317 -6.4925 0.7331 0.43
H 1.2940 -4.9766 -0.1664 0.40
H 1.0062 -2.5366 0.0187 -0.31
C 5.5769 -1.3455 -2.8301 -1.11
Si 3.9980 -1.2908 -1.7472 0.28
C 3.3358 -3.0968 -1.6951 -0.95
C 4.5918 -0.9298 0.0446 -0.78
As 2.1506 0.1743 -2.0854 0.41
Si 1.7772 -0.1933 -4.3950 0.20
C 0.7671 1.1749 -5.2724 -1.17
C 0.7235 -1.7810 -4.5753 -0.88
C 3.3315 -0.4877 -5.4707 -1.07
Si 3.3300 2.2499 -2.1424 0.42
C 2.3316 3.6422 -3.0008 -1.32
C 5.0780 2.3336 -2.9151 -1.26
C 3.6004 2.7624 -0.3084 -0.74
H 6.3817 -1.8497 -2.3009 0.40
H 5.9320 -0.3546 -3.0903 0.29
H 5.4090 -1.8873 -3.7554 0.34
H 4.0703 -3.8072 -2.0621 0.61
H 2.4407 -3.1975 -2.3049 -0.07
H 3.0794 -3.3845 -0.6798 0.30
H 5.0148 -1.8079 0.5215 0.59
H 3.7458 -0.5907 0.6364 -0.38
H 5.3500 -0.1546 0.0604 0.45
H -0.0989 1.4808 -4.6943 0.25
H 0.4030 0.8128 -6.2309 0.45
H 1.3687 2.0591 -5.4630 0.32
H -0.2317 -1.6649 -4.0743 -0.21
H 1.2342 -2.6393 -4.1497 0.33
H 0.5342 -2.0021 -5.6204 0.58
H 4.1460 0.1854 -5.2182 0.21
H 3.1011 -0.3379 -6.5211 0.38
H 3.6933 -1.5046 -5.3596 0.31
H 2.6661 3.7767 -4.0250 0.36
H 2.4731 4.5903 -2.4895 0.49
H 1.2656 3.4371 -3.0253 0.25
H 5.1065 1.8912 -3.9060 0.29
H 5.8144 1.8300 -2.2969 0.32
H 5.3928 3.3679 -3.0168 0.41
H 2.6918 2.6397 0.2724 -0.17
H 3.9066 3.8003 -0.2286 0.55
H 4.3758 2.1564 0.1499 0.34
```

Relative energy (zero: lowest compared OMol25 entry of this formula, charge and spin) (kJ/mol): 107.4
2S+1: 1
M (g/mol): 774.47
LUMO energy (eV): -1.89
Largest force on an atom (eV/Å): 1.5
Kohn-Sham gap (hartree): 0.2669
Total charge: +1

---

Below is a 2-piece molecular cluster, C31H29O8 overall, with properties calculated with ωB97M-V/def2-TZVPD.

XYZ file:
```
68
Properties=species:S:1:pos:R:3:nbo_charge:R:1
C 3.7072 -3.4808 1.1056 -0.62
C 3.5344 -2.0149 1.3803 -0.07
O 2.1020 -1.8471 1.5230 -0.51
C 1.6211 -0.5999 1.5395 0.80
C 0.1852 -0.4933 1.9208 -0.54
C -0.7827 -1.5330 1.4891 0.78
O -1.9976 -1.3708 1.3543 -0.71
O -0.2279 -2.7181 1.2073 -0.52
C -1.2031 -3.7518 0.9835 -0.07
C -0.4032 -4.9409 0.5554 -0.62
C -0.1979 0.4816 2.8766 0.07
C -1.5780 0.7446 3.1414 -0.25
C -1.9800 1.5551 4.1739 -0.26
C -1.0179 2.2167 4.9836 0.23
O -1.5073 3.0552 5.9331 -0.52
C -0.6026 3.7365 6.8243 -0.25
C 0.3635 2.0055 4.7332 -0.32
C 0.7499 1.2106 3.6648 -0.25
O 2.2975 0.3841 1.2468 -0.69
H 4.7473 -3.7420 0.9077 0.19
H 3.3933 -4.0740 1.9711 0.20
H 3.1048 -3.7705 0.2396 0.23
H 3.9983 -1.7177 2.3278 0.17
H 3.9103 -1.3896 0.5642 0.19
H -1.7305 -3.9236 1.9304 0.17
H -1.9175 -3.4217 0.2248 0.19
H -1.0532 -5.7463 0.2144 0.19
H 0.2663 -4.6819 -0.2696 0.22
H 0.1865 -5.3268 1.3932 0.20
H -2.3224 0.2780 2.5032 0.25
H -3.0369 1.7118 4.3887 0.20
H -1.2685 4.3247 7.4560 0.18
H -0.0338 3.0196 7.4297 0.17
H 0.0820 4.3945 6.2752 0.17
H 1.1207 2.4867 5.3610 0.20
H 1.8016 1.1320 3.3985 0.22
C -4.0474 5.1261 -2.8993 -0.25
O -3.1644 4.8863 -1.7839 -0.50
C -2.6022 3.6652 -1.6150 0.34
C -2.7752 2.5871 -2.5234 -0.32
C -2.0513 1.4296 -2.3220 -0.13
C -1.1190 1.2918 -1.2606 -0.06
C -0.1974 0.1827 -1.1950 0.01
C 0.3908 -0.3725 -2.2907 -0.35
C 1.1684 -1.6508 -2.2682 0.62
O 1.3780 -2.3730 -1.2970 -0.55
C 1.6294 -1.8505 -3.6745 -0.15
C 1.2090 -0.7752 -4.4733 -0.04
C 1.5129 -0.7068 -5.8263 -0.21
C 2.2712 -1.7342 -6.3945 -0.20
C 2.7088 -2.8171 -5.5982 -0.21
C 2.3814 -2.8842 -4.2362 -0.17
C 0.4770 0.2399 -3.6632 0.53
O 0.1029 1.3333 -4.0733 -0.55
C -1.0812 2.3212 -0.2877 -0.14
C -1.7759 3.4968 -0.4713 -0.27
H -4.4014 6.1399 -2.7210 0.20
H -3.5020 5.0776 -3.8498 0.18
H -4.8919 4.4262 -2.9061 0.18
H -3.4413 2.6896 -3.3879 0.21
H -2.1781 0.5895 -2.9998 0.21
H 0.1343 -0.1599 -0.2204 0.27
H 1.1531 0.1456 -6.4014 0.23
H 2.5262 -1.6946 -7.4549 0.21
H 3.3082 -3.6049 -6.0599 0.21
H 2.7017 -3.7183 -3.6105 0.23
H -0.4425 2.1909 0.5858 0.25
H -1.6927 4.3303 0.2266 0.22
```

2S+1: 1
M (g/mol): 529.57
LUMO energy (eV): 1.77
Largest force on an atom (eV/Å): 2.6
Kohn-Sham gap (hartree): 0.1651
Total charge: -1

---

Below is a 2-piece molecular cluster, C5H13NO overall, with properties calculated with ωB97M-V/def2-TZVPD.

XYZ file:
```
20
Properties=species:S:1:pos:R:3:nbo_charge:R:1
C -2.0268 -1.3623 -0.7867 -0.67
C -0.7213 -0.9530 -1.5314 -0.47
C 0.4331 -0.5575 -0.6767 -0.09
C 0.5869 -0.8377 0.6096 -0.19
N 1.5412 -0.2482 1.4423 -0.95
C 1.4792 0.2827 -1.3988 -0.75
H -1.7699 -1.5632 0.2547 0.21
H -2.6762 -0.4828 -0.6711 0.20
H -2.6909 -2.1627 -1.1085 0.19
H -0.4827 -1.8737 -2.0948 0.19
H -0.9931 -0.1955 -2.2614 0.20
H 0.0455 -1.6503 1.0952 0.16
H 1.9793 -0.7836 2.1700 0.35
H 1.4855 0.6806 1.8410 0.36
H 1.7396 -0.0951 -2.3914 0.19
H 2.3986 0.4001 -0.8327 0.23
H 1.0307 1.2789 -1.5209 0.19
H -0.7988 1.9961 1.7309 0.42
H -0.6853 3.4824 1.2197 0.37
O -0.9523 2.9286 1.9638 -1.15
```

Relative energy (zero: lowest compared OMol25 entry of this formula, charge and spin) (kJ/mol): 149.4
2S+1: 2
M (g/mol): 103.16
⟨S²⟩: 0.751
LUMO energy (alpha / beta) (eV): 4.13 / 3.91
Largest force on an atom (eV/Å): 2.6
Kohn-Sham gap (alpha / beta) (hartree): 0.1106 / 0.3102
Total charge: -1